# 1
The following is a quantum chemistry calculation of a gas-phase ion, C31H31F5N3O (charge +1), from the OMol25 dataset.

Each line ends with the Mulliken charge.
Geometry (Å):
H: 1.542 4.978 -3.667  0.502
F: -3.521 -4.358 0.883  -0.359
C: 1.223 3.745 1.009  -0.230
C: -1.585 2.764 -1.389  0.273
H: -0.971 -3.531 4.819  0.353
C: -0.329 -3.341 2.373  0.310
H: 2.497 2.857 -4.755  0.507
N: -0.317 -2.326 3.264  0.302
H: 0.413 -2.477 5.249  0.303
H: -3.563 3.434 -1.134  0.467
C: -0.711 2.122 -2.259  0.213
C: -0.533 -2.524 4.687  -0.943
C: -3.323 2.197 -2.942  -0.578
C: -2.437 1.483 -3.763  -0.933
C: 1.426 2.959 -2.927  1.140
C: -2.565 -5.178 0.368  0.367
H: 0.925 -3.088 0.647  0.227
H: 1.522 4.854 -1.881  0.308
H: -2.071 -2.639 0.263  0.462
C: 1.911 4.861 1.471  -0.814
H: 4.853 4.456 -0.266  0.469
C: 3.190 5.188 0.996  -0.622
C: -1.815 -7.415 -0.128  0.708
H: -0.370 0.880 -3.985  0.307
C: -2.922 2.836 -1.759  -0.837
C: 3.823 4.332 0.066  -0.632
H: -2.178 -0.644 2.664  0.363
C: -1.281 -0.099 2.983  -1.392
H: -0.812 -2.786 -1.022  0.510
C: -0.420 -5.496 -0.589  0.275
C: 0.291 0.941 0.304  -0.452
C: 1.245 -0.473 3.323  -1.434
C: 3.094 3.268 -0.433  -0.355
H: 0.330 -0.912 -0.713  0.610
H: 1.612 0.440 2.824  0.136
H: 1.960 0.984 -1.005  0.444
F: -3.946 -7.065 0.859  -0.286
H: 0.762 2.972 -4.945  0.420
F: -2.005 -8.748 -0.117  -0.276
O: -0.526 -4.511 2.692  -0.714
F: 0.767 -5.019 -1.049  -0.354
C: 1.166 1.755 -0.711  0.285
C: -1.375 -4.611 -0.090  -0.376
C: -2.795 -6.554 0.371  0.250
H: 3.503 2.548 -1.173  0.438
C: -0.067 -1.006 2.705  0.115
H: 2.007 -1.266 3.252  0.428
N: 0.029 -1.305 1.286  0.501
H: 1.498 1.452 -4.516  0.385
H: -4.365 2.279 -3.235  0.391
H: -1.351 0.092 4.070  0.465
H: -1.239 0.853 2.449  0.296
C: -0.057 -2.747 1.012  0.287
H: 3.677 6.116 1.278  0.420
F: 0.329 -7.699 -1.097  -0.287
C: -0.623 -6.876 -0.613  0.172
C: 1.763 2.970 -0.028  0.262
H: 2.994 4.400 -2.814  0.416
C: -1.116 1.436 -3.383  -0.281
H: 0.248 3.443 1.426  0.211
C: -1.123 -3.131 -0.016  -0.970
H: 1.401 5.469 2.211  0.425
H: -1.128 3.241 -0.484  0.248
H: -1.232 -1.786 5.086  0.327
H: -2.702 1.032 -4.700  0.485
C: 1.893 4.379 -2.795  -1.485
H: 1.064 -0.271 4.401  0.418
C: 1.558 2.513 -4.322  -1.929
C: 0.268 -0.424 0.252  -0.064
H: -0.067 1.428 1.211  -0.476
N: 0.654 2.348 -2.047  0.879

Atoms 1-3, force components in eV/Å:
H 0.1 -0.8 0.3
F 0.5 -0.6 -0.3
C -0.4 -0.9 -0.9

As for the total charge: +1. Its SMILES is CC(C)=[N+](c1ccccc1)[C@H](/C=C/N1[C@H](Cc2c(F)c(F)c(F)c(F)c2F)C(=O)N(C)C1(C)C)c1ccccc1. Its HOMO-LUMO gap is 5.93 eV.

***

# 2
The following is a quantum chemistry calculation of a gas-phase ion, C3H7N2O (charge +1), from the OMol25 dataset.

Each line ends with the natural charge from an NBO analysis.
Geometry (Å):
N: 3.036 0.052 -0.127  -0.767
H: 3.820 -0.599 0.107  0.441
H: 3.349 1.058 -0.285  0.404
C: 0.643 0.754 0.158  -0.087
H: -3.150 -0.150 0.822  0.453
H: -3.507 0.108 -0.720  0.450
O: -0.637 0.172 0.111  -0.437
C: 1.716 -0.117 0.030  0.072
C: -1.797 0.779 -0.047  0.355
H: 1.500 -1.243 0.191  0.212
H: 0.788 1.888 0.038  0.224
H: -2.619 -1.291 -0.301  0.447
N: -2.850 -0.272 -0.115  -0.766

Atoms 1-3, force components in eV/Å:
N 1.5 3.1 -0.4
H -1.8 0.6 -0.3
H -0.3 -2.0 0.4

As for the total charge: +1. Its HOMO-LUMO gap is 8.05 eV. The calculation puts the energy above the lowest of the compared OMol25 structures with the same formula, charge and spin at 110.6 kcal per mole.

***

# 3
The following is a quantum chemistry calculation of 2 unconnected molecules or ions with the total composition C4H8S3, from the OMol25 dataset.

Each line ends with the natural charge from an NBO analysis.
Geometry (Å):
C: -1.800 1.713 -0.486  -0.611
S: 0.075 -2.323 -0.871  0.087
S: -0.790 -1.819 0.910  0.146
H: -2.183 1.043 0.253  0.217
C: -0.658 1.080 -1.278  -0.536
S: 0.834 0.639 -0.351  0.261
H: -1.385 2.726 -0.012  0.205
C: 0.578 -1.030 0.261  -0.566
H: 1.635 -0.911 2.286  0.212
H: -1.022 0.227 -1.740  0.218
H: -0.235 1.814 -2.127  0.227
C: 2.222 -1.502 1.589  -0.483
H: 2.189 -2.561 1.526  0.208
H: -2.595 1.928 -1.174  0.211
H: 3.137 -1.023 1.215  0.205

Atoms 1-3, force components in eV/Å:
C 2.1 2.5 0.4
S 0.5 -0.4 -0.6
S -1.7 0.0 1.1

Its HOMO-LUMO gap is 8.44 eV. The calculation puts the energy above the lowest of the compared OMol25 structures with the same formula, charge and spin at 71.0 kcal per mole.

***

# 4
The following is a quantum chemistry calculation of a single C2H2INOS molecule, from the OMol25 dataset.

Each line ends with the natural charge from an NBO analysis.
Geometry (Å):
S: -1.676 0.580 1.034  0.429
C: 0.696 0.477 -0.346  0.268
I: -2.703 -1.378 -0.024  -0.029
H: 2.231 -0.501 0.848  0.255
O: -1.386 1.577 -0.148  -0.539
H: 1.414 -1.577 -0.584  0.262
N: -0.012 1.372 -0.788  -0.159
C: 1.437 -0.551 0.006  -0.487

Atoms 1-3, force components in eV/Å:
S -1.2 -1.1 1.0
C -0.1 -1.1 0.1
I 0.3 0.5 0.2

Its SMILES is C=C=NOSI. Its HOMO-LUMO gap is 8.18 eV. The calculation puts the energy above the lowest of the compared OMol25 structures with the same formula, charge and spin at 51.5 kcal per mole.

***

# 5
The following is a quantum chemistry calculation of a molecular structure, C9H7ClINOS, from the OMol25 dataset.

Each line ends with the natural charge from an NBO analysis.
Geometry (Å):
H: -2.599 -0.746 0.357  0.251
C: 2.161 -1.319 -0.169  -0.187
H: 1.632 -2.013 1.803  0.232
C: 1.369 -1.347 1.028  -0.248
C: -0.808 3.053 2.409  -0.194
H: -2.612 -0.007 -1.209  0.249
I: -1.021 -0.375 2.845  0.170
H: 2.492 -0.295 -2.050  0.224
O: -1.384 2.628 -0.569  -0.964
Cl: 0.177 4.224 1.775  0.170
C: 0.028 0.566 0.186  -0.274
S: -1.485 1.624 0.484  1.361
C: 1.847 -0.350 -1.128  -0.207
H: 2.982 -2.097 -0.392  0.234
N: -3.133 3.475 3.329  -0.243
H: -3.652 0.618 0.213  0.232
C: -2.690 0.272 -0.065  -0.821
C: 0.799 0.562 -0.984  -0.204
C: -2.102 3.346 2.821  0.091
H: 0.640 1.155 -1.815  0.238
C: 0.380 -0.357 1.192  -0.110

Atoms 1-3, force components in eV/Å:
H 0.5 0.9 0.5
C -0.4 -0.5 0.5
H -0.1 -0.7 0.7

Its HOMO-LUMO gap (spin up / spin down) is 6.83 / 6.83 eV. The calculation puts the energy above the lowest of the compared OMol25 structures with the same formula, charge and spin at 64.1 kcal per mole.